# 1
Computed, not measured: a cluster of 13 separate species, C12H48F2NO16S2 in total, with ωB97M-V/def2-TZVPD.

```
81
Properties=species:S:1:pos:R:3:forces:R:3:mulliken_charge:R:1
N 12.7977 6.1667 -10.3030 1.48 4.14 -2.89 -0.26
S 11.3288 5.8224 -10.5128 -6.38 -4.32 2.90 1.06
O 10.9394 5.2474 -11.7933 0.61 1.03 1.05 -0.56
O 10.2963 6.5468 -9.7689 1.57 -0.22 -1.39 -0.60
F 11.4652 4.5423 -9.5416 -0.20 -0.61 -0.12 -0.32
S 12.7509 7.3206 -11.5661 4.02 1.56 -1.86 1.08
O 11.6516 8.2467 -11.6580 0.57 -0.87 0.74 -0.54
O 13.3072 6.8382 -12.8063 -0.81 -0.34 0.89 -0.57
F 14.0132 8.2425 -11.1062 -0.80 -0.35 0.70 -0.30
C 12.8630 10.4459 -5.6066 0.54 0.51 1.28 -0.61
O 13.0492 9.0284 -5.2755 -0.53 2.02 -1.18 -0.49
H 11.9390 10.8698 -6.0000 -0.82 -1.26 -0.04 0.28
H 12.9802 10.9695 -4.6578 0.11 -0.10 0.11 0.25
H 13.5737 10.9307 -6.2758 0.74 -0.80 -0.12 0.26
H 13.0847 8.5857 -6.1266 -0.05 -0.38 -0.07 0.30
C 16.6299 2.3234 -6.5640 -0.51 -0.16 -0.22 -0.52
O 16.1625 2.2110 -7.9280 0.77 0.16 0.91 -0.49
H 17.3688 1.5558 -6.3335 -0.12 -0.14 -0.39 0.22
H 17.0959 3.2784 -6.3213 0.00 0.18 -0.31 0.24
H 15.7807 2.1910 -5.8936 0.00 -0.04 0.19 0.25
H 15.7537 3.0564 -8.1276 -0.16 0.00 -0.21 0.30
C 16.5261 11.6073 -17.7436 0.13 -0.01 0.88 -0.50
O 17.6436 11.3971 -16.8291 -1.02 0.24 -1.03 -0.49
H 16.3183 12.6701 -17.8672 0.31 0.16 -0.31 0.24
H 16.6957 11.1261 -18.7068 0.29 0.06 0.23 0.22
H 15.6117 11.2122 -17.3012 -0.04 -0.37 -0.08 0.24
H 17.3220 11.8086 -16.0235 0.33 -0.08 0.31 0.30
C 5.1196 -0.1581 -11.4368 0.49 0.18 0.38 -0.48
O 3.7973 -0.5958 -11.6032 -0.68 -0.57 -0.44 -0.50
H 5.8507 -0.6848 -12.0502 -0.11 -0.05 -0.19 0.26
H 5.1685 0.9061 -11.6672 0.24 0.05 0.15 0.21
H 5.3901 -0.3563 -10.3997 0.17 0.33 0.07 0.21
H 3.7603 -1.1826 -12.3621 -0.11 0.06 0.04 0.31
C 4.6290 11.7225 -11.9915 0.13 -0.81 -0.12 -0.47
O 4.6539 12.7775 -12.9147 -0.16 0.80 -0.07 -0.49
H 5.6451 11.5312 -11.6463 -0.10 0.08 0.04 0.20
H 3.9708 11.9145 -11.1442 0.07 0.08 0.17 0.23
H 4.2712 10.8391 -12.5204 0.01 -0.41 0.28 0.24
H 3.7316 13.0140 -13.0378 0.06 0.26 -0.29 0.30
C 13.6903 5.3410 -19.1728 -0.76 -0.07 -1.87 -0.53
O 14.4085 4.5081 -18.3685 0.72 -1.36 1.63 -0.49
H 12.6456 5.4542 -18.8830 0.07 1.02 0.81 0.26
H 14.3371 6.2007 -19.3483 -0.95 0.71 -0.36 0.25
H 13.4823 4.8101 -20.1018 0.72 0.02 -0.48 0.20
H 14.5056 4.9788 -17.5375 0.19 -0.32 0.30 0.32
C 12.6076 -2.0157 -10.6550 1.29 -0.40 1.12 -0.50
O 13.1879 -1.1422 -11.5781 -0.42 0.35 -1.18 -0.50
H 12.1252 -1.5270 -9.8084 -0.64 0.22 -0.31 0.25
H 11.9911 -2.7672 -11.1481 -0.20 0.49 -0.14 0.22
H 13.4139 -2.5656 -10.1696 0.13 -0.49 0.12 0.23
H 13.8171 -0.5259 -11.1962 -0.16 -0.17 0.39 0.30
C 19.0641 6.1051 -11.1774 1.20 -0.79 -1.98 -0.55
O 18.8767 6.6866 -9.9572 -0.97 0.58 1.65 -0.48
H 19.9529 5.4745 -11.1510 -0.03 -0.39 0.08 0.21
H 18.2032 5.5135 -11.4888 0.09 -0.07 -0.19 0.27
H 19.3068 6.8421 -11.9429 -0.33 0.23 -0.24 0.22
H 17.9319 6.5777 -9.8263 0.01 0.47 0.68 0.33
C 17.3342 15.4317 -10.0298 -1.82 0.37 0.14 -0.52
O 18.3097 15.0421 -10.9060 1.76 -0.34 -0.96 -0.49
H 16.6830 16.1662 -10.5036 0.24 0.30 -0.03 0.21
H 16.6785 14.5702 -9.9036 -0.23 0.02 1.00 0.25
H 17.7716 15.8621 -9.1290 -0.39 -0.14 0.35 0.22
H 18.8399 14.4444 -10.3737 0.45 -0.23 -0.51 0.31
C 10.1011 15.4072 -10.1220 -0.55 0.67 0.84 -0.52
O 11.0469 14.6200 -10.7557 0.57 -0.71 -0.53 -0.48
H 9.3036 15.7271 -10.7926 -0.19 0.00 -0.06 0.22
H 9.6923 14.8293 -9.2931 -0.42 0.31 0.21 0.24
H 10.5687 16.2995 -9.7058 0.10 0.02 -0.05 0.21
H 10.6706 13.7398 -10.6836 0.50 -0.30 -0.42 0.33
C 6.8175 2.1612 -16.4633 0.64 0.38 -0.95 -0.49
O 7.9892 1.6935 -15.8312 0.08 -0.37 0.49 -0.51
H 5.9847 1.4680 -16.3447 -0.01 0.13 0.37 0.20
H 6.5654 3.1932 -16.2192 -0.25 -0.14 0.46 0.26
H 7.0565 2.2001 -17.5261 -0.26 -0.09 -0.31 0.22
H 8.3916 2.3562 -15.2652 -0.20 0.09 -0.03 0.32
C 20.8048 11.9556 -6.5448 0.06 -0.43 -0.96 -0.41
O 20.8999 11.4701 -7.8663 0.13 -0.43 -1.17 -0.51
H 21.7299 11.6854 -6.0355 -0.15 0.21 0.53 0.19
H 20.7269 13.0303 -6.7099 -0.20 0.04 0.86 0.16
H 19.9256 11.4707 -6.1208 0.05 0.62 0.73 0.26
H 20.4750 10.6119 -7.9344 0.10 -0.01 -0.01 0.31
```
Positions in Å, forces in eV/Å.

Summary:
largest force on an atom = 8.2 eV/Å
gap between HOMO and LUMO = 0.3202 Eh
net charge = -1
calculated total energy = -2740.42901 a.u.


# 2
Computed, not measured: a structure of composition C19H22N2TeZn, with ωB97M-V/def2-TZVPD.

```
45
Properties=species:S:1:pos:R:3:forces:R:3:mulliken_charge:R:1
C -2.6314 -0.4694 -1.0791 -2.15 0.48 -0.44 -0.15
C -2.3857 1.1157 -1.7585 -3.06 -0.50 -0.87 -0.95
H -2.9599 -1.0786 -1.9199 0.21 0.04 0.13 0.45
H -3.4657 -0.3158 -0.4001 -0.02 0.09 -0.02 0.48
H -1.8923 -1.0760 -0.4984 -0.64 -0.06 -0.21 -0.39
H -1.6994 1.1968 -2.6202 0.06 0.09 0.46 0.23
H -3.3562 1.1871 -2.2423 -0.14 0.02 0.07 0.48
H -2.3708 1.9438 -1.0426 0.29 -0.19 -0.11 0.27
C 0.3290 -2.4767 -0.2356 1.22 -1.73 -0.28 0.03
C 1.1981 -3.5604 -0.3643 -2.51 0.82 1.61 -0.99
C 2.2713 -3.4671 -1.2544 1.73 1.28 -2.01 -0.50
C 2.4628 -2.2833 -1.9653 0.05 -1.94 0.75 -0.72
H -0.5115 -2.4944 0.4649 0.16 -0.14 -0.13 0.33
H 1.0126 -4.4531 0.2280 0.08 0.16 -0.08 0.38
H 2.9558 -4.3012 -1.3935 -0.10 0.17 0.05 0.38
H 3.2920 -2.1448 -2.6552 -0.14 -0.29 0.22 0.27
N 0.4808 -1.3545 -0.9689 -2.45 1.07 1.01 0.17
C 1.5595 -1.2234 -1.7986 1.54 3.85 -2.19 0.51
C 1.7370 0.0996 -2.4203 0.36 -4.32 1.63 0.23
N 0.7732 1.0251 -2.1384 -2.51 0.61 0.91 0.36
C 0.9412 2.3069 -2.5260 1.60 0.56 -0.95 -0.09
C 3.0224 1.7695 -3.6047 1.14 -2.59 -0.13 -0.46
C 2.0596 2.7180 -3.2531 -2.50 1.15 1.21 -0.88
H 0.1624 3.0127 -2.2220 0.16 -0.04 -0.17 0.32
H 2.1500 3.7647 -3.5328 0.01 -0.19 0.06 0.36
C 2.8612 0.4510 -3.1836 0.53 1.64 -0.91 -0.79
H 3.5854 -0.3270 -3.4139 -0.03 0.38 -0.06 0.24
H 3.8936 2.0500 -4.1928 -0.16 -0.06 0.12 0.39
Zn -0.8261 0.2608 -1.0125 7.47 -0.46 0.39 -0.10
C -1.6634 3.0801 1.4359 0.05 -0.12 0.39 -1.24
H -2.5959 2.6010 1.1258 0.13 0.23 0.16 0.35
H -1.4084 3.9258 0.7876 -0.12 -0.20 0.20 0.36
H -1.6987 3.3917 2.4839 -0.18 0.16 -0.30 0.39
Te -0.0457 1.6959 1.2436 0.16 -0.46 0.06 0.36
C -0.4182 0.3874 2.9093 -0.25 0.03 0.14 0.58
C -1.4173 0.6906 3.8420 0.21 -0.44 0.08 -0.34
C -1.6293 -0.1692 4.9332 0.32 -0.01 -0.35 -0.54
C -0.8377 -1.3150 5.0908 0.01 0.25 -0.26 -0.45
C 0.1685 -1.6068 4.1593 -0.23 0.41 -0.12 -0.54
C 0.3820 -0.7568 3.0632 -0.21 0.16 0.10 -0.53
H -2.0229 1.5882 3.7158 0.07 -0.28 0.15 0.24
H -2.4099 0.0618 5.6567 0.18 -0.05 -0.16 0.36
H -1.0040 -1.9795 5.9411 0.06 0.22 -0.28 0.36
H 0.7888 -2.4944 4.2857 -0.16 0.25 -0.08 0.38
H 1.1631 -0.9769 2.3304 -0.23 -0.05 0.23 0.38
```
Positions in Å, forces in eV/Å.

Summary:
largest force on an atom = 7.5 eV/Å
gap between HOMO and LUMO = 0.1083 Eh
net charge = 0
calculated total energy = -2893.84615 a.u.


# 3
Computed, not measured: an isolated molecule of C2H2N2O, with ωB97M-V/def2-TZVPD.

```
7
Properties=species:S:1:pos:R:3:forces:R:3:mulliken_charge:R:1
C -0.7984 -0.0422 -0.3963 5.80 2.15 3.25 -0.10
C 0.3203 -0.6577 0.4759 -1.97 3.56 -4.21 -0.32
N 1.3755 0.1138 0.4160 -1.19 -5.70 2.93 -0.21
O 1.0352 1.0779 -0.2401 -0.99 7.58 -3.78 -0.04
N -0.3185 1.1564 -0.6539 0.61 -2.03 -0.73 -0.24
H -1.7887 -0.1885 -0.6026 -2.22 -0.98 -0.28 0.42
H 0.1746 -1.4598 1.0011 -0.04 -4.59 2.82 0.49
```
Positions in Å, forces in eV/Å.

Summary:
largest force on an atom = 8.5 eV/Å
gap between HOMO and LUMO = 0.4271 Eh
SMILES string = c1cnon1
net charge = 0
calculated total energy = -262.02452 a.u.


# 4
Computed, not measured: a cluster of 3 separate species, C24H46Cl2N4O8PS in total, with ωB97M-V/def2-TZVPD.

```
86
Properties=species:S:1:pos:R:3:forces:R:3:mulliken_charge:R:1
C 2.5612 4.7236 -4.0977 0.74 0.03 -0.88 -1.23
C 3.5634 3.5431 -4.4172 -0.74 -1.06 0.49 -0.50
C 3.9401 2.6562 -3.1461 0.44 0.99 -0.44 -0.05
C 4.7795 1.4148 -3.6593 0.62 1.65 -0.24 -1.51
N 4.4255 0.1261 -3.0424 -0.92 -4.05 1.39 0.63
C 3.5938 -0.9216 -3.5448 -0.24 -1.09 1.16 0.49
C 2.8400 -0.8619 -4.9202 0.09 -0.61 1.06 -0.82
C 1.3138 -1.2902 -4.8219 -0.46 0.93 -0.92 0.29
O 0.9268 -1.7786 -6.1320 0.65 0.47 0.72 -0.60
C 0.3397 -0.0945 -4.4224 -0.58 -1.17 0.33 -0.40
N -0.2034 -0.4268 -3.0653 0.11 0.50 -0.23 -0.58
C 3.6000 -2.0205 -2.5648 -0.66 2.76 -1.85 -0.28
P 2.7651 -3.6874 -2.6424 2.75 -1.59 0.37 0.53
N 3.9111 -4.7903 -2.4400 -0.52 1.50 0.29 -0.79
N 4.4309 -1.6009 -1.4876 -0.20 2.17 -2.01 0.70
C 4.8558 -2.2711 -0.2396 0.08 -0.69 0.87 -0.81
C 3.7091 -3.0489 0.5192 0.42 -0.43 0.85 -0.69
C 3.5318 -2.5792 2.0327 -0.40 -1.56 -0.26 -0.96
S 2.3953 -1.1499 2.1414 -0.62 3.22 0.22 1.27
O 3.0741 -0.0427 2.8237 -0.55 -1.73 -0.53 -0.70
O 1.8487 -0.7989 0.8309 0.79 -1.36 1.23 -0.58
O 1.1000 -1.5469 3.0989 1.70 -0.07 -0.94 -0.49
C 4.8771 -0.3609 -1.8232 1.32 2.39 0.00 -0.17
C 5.8216 0.5817 -1.0491 -0.18 0.05 1.05 -0.50
Cl 7.5913 0.3926 -1.3012 -1.64 -0.22 -0.06 -0.11
C 5.3546 1.5391 -0.1863 -0.35 -0.54 -0.26 0.62
C 3.8254 1.7984 0.0740 0.84 0.18 0.16 -1.02
Cl 6.5220 2.5661 0.7089 -1.43 -0.97 -0.96 -0.15
H 1.9417 4.8849 -5.0298 0.62 0.07 1.14 0.35
H 1.8638 4.5105 -3.2438 0.81 0.16 -0.75 0.31
H 3.1801 5.6490 -3.9153 -0.99 -0.84 0.04 0.34
H 4.5252 3.8927 -4.9002 -1.16 -0.24 0.48 0.39
H 3.0550 2.8285 -5.1396 0.59 0.84 0.60 0.20
H 3.0498 2.3756 -2.5240 0.66 0.07 -0.88 0.30
H 4.5788 3.3263 -2.4925 -0.59 -0.99 -0.51 0.28
H 5.8702 1.6517 -3.4746 -1.17 -0.70 -0.07 0.24
H 4.6758 1.3853 -4.7830 -0.05 -0.57 1.30 0.77
H 2.8669 0.1768 -5.3656 0.25 -1.18 0.50 0.33
H 3.3422 -1.6139 -5.5959 -0.46 0.95 0.54 0.26
H 1.1172 -2.1259 -4.1050 0.31 0.82 -0.71 0.01
H 1.1848 -1.0895 -6.7704 -0.28 -0.43 0.16 0.36
H -0.5424 -0.1377 -5.1275 1.32 0.40 0.20 0.32
H 0.8563 0.9032 -4.4475 -0.58 -0.91 0.14 0.19
H -0.9349 -1.1360 -3.1908 0.38 0.36 0.11 0.24
H -0.6738 0.3799 -2.6478 0.22 -0.28 -0.21 0.22
H 2.1811 -3.9069 -3.9230 -0.35 0.76 0.56 0.18
H 1.7461 -3.7730 -1.6313 0.01 0.51 -0.86 0.14
H 4.8032 -4.2884 -2.3234 -0.35 -0.67 -0.13 0.28
H 5.2909 -1.5008 0.4549 -0.45 -0.49 -0.98 0.55
H 5.6845 -2.9877 -0.4879 -0.83 0.70 0.10 0.29
H 2.7059 -3.0154 0.0272 1.04 0.09 0.33 0.19
H 4.0449 -4.1262 0.5908 -0.57 1.16 -0.23 0.50
H 3.0591 -3.4347 2.6030 0.34 1.04 -0.59 0.49
H 4.5182 -2.3808 2.5428 -1.25 0.35 -0.50 0.41
H 0.9025 -0.7259 3.5966 0.21 -0.36 -0.11 0.36
H 3.5959 1.7253 1.1761 0.37 0.03 -1.17 0.44
H 3.5926 2.8462 -0.2728 0.20 -1.10 0.40 0.34
H 3.1807 1.0534 -0.4714 0.72 0.75 0.54 0.10
O -5.5880 0.2673 5.1803 0.27 0.06 -0.42 -0.50
C -4.4756 0.3618 4.7322 -0.02 -0.20 0.46 0.77
O -4.2817 0.3002 3.4002 -0.36 0.21 -0.33 -0.38
C -3.0408 0.6000 2.7526 0.18 -0.19 0.03 -0.58
C -2.1410 -0.6192 2.7065 0.08 -0.05 0.15 -0.49
C -3.2785 0.4553 5.6415 0.19 0.58 0.13 -1.05
H -2.5547 1.4631 3.2122 -0.03 -0.07 0.09 0.37
H -3.2955 0.8960 1.7337 -0.21 -0.02 0.13 0.32
H -1.8700 -0.9566 3.7096 0.02 0.07 -0.02 0.19
H -1.2228 -0.3999 2.1560 -0.08 -0.01 -0.04 0.13
H -2.6516 -1.4513 2.2200 0.01 0.08 -0.05 0.31
H -2.9677 -0.5496 5.9279 -0.01 0.02 -0.02 0.25
H -3.5692 1.0084 6.5349 -0.10 -0.25 -0.02 0.33
H -2.4379 0.9936 5.2083 0.08 -0.18 -0.08 0.34
O -11.7735 -1.5851 3.9203 0.41 0.10 0.10 -0.57
C -10.9976 -0.6674 3.9971 -0.39 0.05 0.09 0.71
O -9.7924 -0.8520 4.5654 0.11 -0.43 -0.14 -0.35
C -8.7265 0.1090 4.5250 0.08 0.15 0.22 -0.27
C -8.8522 1.1078 5.6567 -0.18 0.16 0.02 -0.94
C -11.3881 0.7173 3.5486 0.14 0.15 -0.61 -0.87
H -8.6653 0.5893 3.5461 -0.12 0.01 0.03 0.29
H -7.8038 -0.4559 4.6491 -0.21 -0.10 -0.03 0.23
H -9.7721 1.6914 5.5774 0.07 0.03 -0.06 0.34
H -8.0051 1.7967 5.6564 -0.02 -0.10 -0.01 0.31
H -8.8856 0.5919 6.6174 0.10 -0.04 -0.06 0.29
H -11.9085 1.2231 4.3617 0.04 0.00 -0.02 0.24
H -12.0611 0.6241 2.6957 -0.11 -0.08 0.24 0.30
H -10.5497 1.3235 3.2124 0.02 0.08 0.23 0.31
```
Positions in Å, forces in eV/Å.

Summary:
largest force on an atom = 4.4 eV/Å
gap between HOMO and LUMO = 0.2747 Eh
net charge = +1
calculated total energy = -3422.57717 a.u.


largest force on an atom of number 4 (C24H46Cl2N4O8PS)? 4.4 eV/Å